{
  "formula": "C31H25NPRuS4Se2",
  "method": "ωB97M-V with the def2-TZVPD basis set",
  "symbols": ["Ru", "Se", "Se", "S", "S", "S", "S", "P", "N", "C", "C", "C", "C", "C", "C", "C", "C", "C", "C", "C", "C", "C", "C", "C", "C", "C", "C", "C", "C", "C", "C", "C", "C", "C", "C", "C", "C", "C", "C", "C", "H", "H", "H", "H", "H", "H", "H", "H", "H", "H", "H", "H", "H", "H", "H", "H", "H", "H", "H", "H", "H", "H", "H", "H", "H"],
  "xyz": [[0.514, -0.127, -0.572], [-1.454, -1.482, -1.253], [-0.248, -0.792, 1.771], [1.229, 2.523, 0.760], [1.467, -2.382, -0.645], [1.742, 0.287, -2.543], [-0.952, 1.494, -1.440], [-2.147, -1.140, 0.771], [2.968, -0.079, 0.527], [2.289, -2.420, -2.225], [-3.534, 2.627, 1.582], [0.689, 3.576, -0.554], [-3.603, -1.925, 2.960], [-0.183, 5.271, -2.562], [-3.508, -3.546, 1.170], [2.777, -3.648, -2.674], [-2.749, 1.482, 1.585], [4.504, -0.044, 2.830], [-0.657, 3.975, -2.493], [3.093, -1.375, -4.216], [-5.086, 1.569, 0.081], [-4.696, 2.673, 0.829], [3.424, 1.074, 1.024], [2.895, -2.504, 0.478], [-4.383, -2.799, 3.697], [3.312, -1.212, 1.124], [2.406, -1.263, -2.994], [4.070, -1.240, 2.291], [3.442, -3.736, -3.880], [4.192, 1.137, 2.175], [-4.301, 0.429, 0.074], [-0.228, 3.095, -1.491], [-3.165, -2.307, 1.694], [1.152, 4.887, -0.614], [-4.297, -4.414, 1.914], [3.600, -2.582, -4.647], [2.975, 2.305, 0.302], [0.732, 5.736, -1.623], [-3.130, 0.386, 0.824], [-4.731, -4.040, 3.176], [4.524, 2.096, 2.550], [4.113, -2.633, -5.599], [1.106, 6.750, -1.672], [5.072, -0.030, 3.750], [4.309, -2.186, 2.759], [-3.157, -3.834, 0.186], [-4.571, -5.378, 1.506], [-4.729, -2.506, 4.681], [-3.332, -0.957, 3.365], [-4.598, -0.424, -0.526], [3.821, -4.688, -4.227], [1.842, 5.239, 0.144], [-5.342, -4.715, 3.760], [-3.223, 3.489, 2.158], [-1.839, 1.439, 2.171], [3.568, 3.171, 0.590], [3.204, -0.487, -4.825], [2.625, -4.531, -2.064], [-1.370, 3.614, -3.223], [3.012, 2.145, -0.776], [-0.525, 5.924, -3.355], [-5.997, 1.600, -0.503], [2.645, -3.243, 1.238], [-5.300, 3.571, 0.820], [3.720, -2.892, -0.121]],
  "forces_ev_per_angstrom": [[-0.53, -0.36, -0.61], [-0.34, -0.37, -0.42], [-0.05, -0.02, 0.26], [0.09, -0.03, 0.03], [0.29, 0.32, -0.01], [-0.25, -0.11, -0.04], [0.30, 0.09, 0.35], [0.50, 0.79, 0.63], [-0.02, 0.12, 0.29], [-0.04, -0.07, 0.00], [0.03, 0.01, -0.03], [0.01, 0.05, 0.05], [-0.04, -0.11, -0.01], [0.01, 0.03, 0.01], [0.01, -0.06, -0.02], [0.01, 0.01, 0.02], [-0.07, -0.02, 0.05], [0.00, 0.00, 0.00], [-0.01, -0.05, -0.01], [-0.04, 0.02, 0.00], [0.02, 0.00, -0.02], [0.00, 0.01, 0.00], [0.03, 0.01, 0.02], [-0.06, -0.01, -0.01], [0.01, 0.05, 0.04], [0.02, -0.02, -0.05], [0.14, -0.01, 0.04], [0.03, 0.00, -0.03], [0.00, 0.02, -0.01], [0.05, 0.00, -0.04], [-0.05, 0.00, 0.02], [0.05, 0.02, -0.15], [-0.08, -0.21, -0.40], [-0.01, 0.01, -0.01], [0.00, 0.02, 0.02], [0.01, -0.03, 0.01], [-0.04, 0.04, 0.04], [-0.01, -0.03, -0.02], [-0.12, -0.09, 0.06], [0.01, -0.02, -0.02], [-0.01, 0.00, 0.01], [0.01, 0.00, 0.01], [-0.01, 0.00, 0.00], [0.03, 0.00, -0.02], [-0.02, 0.00, 0.01], [0.01, 0.02, 0.00], [0.01, -0.01, 0.00], [0.01, -0.02, 0.01], [-0.02, 0.02, -0.02], [0.02, 0.00, -0.01], [0.00, 0.00, 0.00], [0.00, -0.01, 0.00], [-0.01, 0.00, -0.01], [-0.01, -0.01, 0.01], [0.04, 0.03, -0.06], [-0.01, 0.01, -0.02], [-0.01, 0.00, -0.01], [0.00, 0.00, 0.00], [0.02, 0.00, -0.02], [0.06, -0.01, 0.00], [0.00, 0.00, 0.00], [0.01, 0.01, -0.01], [0.00, 0.00, 0.00], [-0.01, 0.00, 0.01], [0.01, -0.05, 0.04]],
  "largest_force_ev_per_a": 1.130,
  "mol_weight_g_mol": 829.78,
  "energy_ha": -8083.02632,
  "e_lumo_ev": [0.00, -0.64],
  "multiplicity": 2
}

{
  "formula": "C31H26BrN3PdS",
  "method": "ωB97M-V with the def2-TZVPD basis set",
  "symbols": ["Pd", "Br", "S", "N", "N", "N", "C", "C", "C", "C", "C", "C", "C", "C", "C", "C", "C", "C", "C", "C", "C", "C", "C", "C", "C", "C", "C", "C", "C", "C", "C", "C", "C", "C", "C", "C", "C", "H", "H", "H", "H", "H", "H", "H", "H", "H", "H", "H", "H", "H", "H", "H", "H", "H", "H", "H", "H", "H", "H", "H", "H", "H", "H"],
  "xyz": [[-0.168, -1.368, -0.444], [8.319, -0.668, -1.627], [1.447, -0.892, 1.358], [0.659, 2.027, -1.341], [2.526, 1.033, -2.395], [-0.102, -0.050, -2.107], [-1.725, -0.138, 3.770], [6.497, -0.132, -1.853], [0.521, 4.261, -0.348], [-3.537, -2.984, 0.398], [-1.145, -0.975, -2.216], [0.244, 0.054, 5.107], [-0.431, 1.209, -1.777], [-2.782, 0.790, -1.912], [-4.804, -3.093, -0.146], [0.454, -0.555, 2.752], [-1.054, -3.243, 0.238], [1.020, -0.281, 4.011], [4.219, -0.175, -1.127], [1.966, 1.620, -1.407], [-0.110, 2.329, 0.951], [5.540, -0.567, -0.954], [-2.383, -3.425, -0.289], [4.842, 1.066, -3.087], [-5.007, -3.657, -1.405], [-1.707, 1.717, -1.751], [-0.222, 4.524, 1.926], [0.350, 2.892, -0.234], [-1.142, 0.134, 5.003], [-2.619, -4.007, -1.559], [-0.951, -0.475, 2.670], [3.851, 0.657, -2.189], [0.235, 5.081, 0.739], [-0.393, 3.148, 2.031], [-3.885, -4.114, -2.099], [6.161, 0.683, -2.922], [-2.523, -0.524, -2.112], [-3.806, 1.141, -1.834], [2.100, -0.334, 4.098], [-1.888, 2.760, -1.532], [-0.443, 5.165, 2.771], [-5.999, -3.730, -1.834], [-3.320, -1.255, -2.184], [0.871, 4.672, -1.287], [-0.338, -3.960, -0.174], [-5.653, -2.722, 0.421], [5.811, -1.204, -0.124], [2.541, 1.890, -0.514], [3.462, -0.517, -0.432], [-1.748, 0.400, 5.862], [-3.407, -2.520, 1.371], [4.554, 1.695, -3.921], [-2.803, -0.086, 3.655], [6.922, 1.014, -3.617], [0.725, 0.261, 6.059], [0.368, 6.153, 0.654], [-0.952, -1.824, -2.874], [-1.422, -0.690, 1.714], [-0.218, 1.254, 0.988], [-4.004, -4.557, -3.084], [-0.744, 2.699, 2.953], [-1.017, -3.253, 1.330], [-1.758, -4.353, -2.123]],
  "forces_ev_per_angstrom": [[-0.25, -0.22, -0.33], [0.01, 0.00, 0.00], [0.02, 0.00, 0.23], [0.06, 0.17, 0.13], [0.03, 0.39, 0.08], [-0.02, 0.17, 0.00], [0.00, 0.00, 0.03], [0.01, 0.01, -0.01], [0.07, 0.00, -0.01], [-0.08, 0.05, 0.00], [-0.07, 0.00, 0.07], [-0.01, 0.01, 0.04], [-0.22, -0.34, -0.20], [-0.06, 0.00, 0.01], [0.03, 0.02, 0.05], [-0.07, 0.13, 0.00], [0.12, -0.23, 0.23], [0.11, -0.05, -0.07], [0.11, 0.00, 0.09], [0.08, 0.00, -0.05], [0.02, 0.17, -0.14], [-0.04, 0.05, -0.02], [0.00, 0.06, -0.11], [-0.06, -0.01, -0.08], [0.03, -0.02, -0.05], [0.13, 0.04, -0.02], [0.04, 0.12, -0.06], [0.06, -0.12, -0.01], [0.00, 0.00, -0.02], [0.04, 0.00, 0.01], [0.00, -0.07, 0.02], [-0.04, -0.18, -0.03], [-0.03, -0.02, 0.07], [-0.03, -0.14, 0.02], [-0.05, 0.00, 0.02], [0.02, -0.01, 0.01], [0.10, -0.05, -0.03], [0.01, 0.00, 0.00], [-0.01, 0.02, 0.04], [0.01, 0.00, -0.01], [0.00, -0.01, 0.01], [0.00, 0.00, 0.00], [0.03, 0.00, 0.00], [0.00, -0.01, -0.01], [0.01, 0.00, 0.01], [-0.01, 0.00, -0.01], [0.00, -0.01, -0.01], [-0.02, 0.03, 0.00], [-0.07, -0.01, 0.01], [-0.01, 0.00, 0.00], [-0.01, -0.01, 0.00], [0.00, -0.01, 0.00], [-0.01, 0.00, 0.01], [0.01, -0.01, 0.00], [0.02, 0.00, -0.01], [0.00, 0.00, 0.01], [0.00, 0.04, 0.00], [0.03, 0.00, 0.01], [-0.03, -0.04, 0.08], [-0.01, 0.00, 0.00], [0.02, 0.00, 0.01], [0.01, 0.08, -0.02], [-0.02, 0.00, -0.02]],
  "largest_force_ev_per_a": 0.466,
  "mol_weight_g_mol": 658.96,
  "energy_ha": -4461.26342,
  "e_lumo_ev": 3.80,
  "total_charge": -2
}